{
  "formula": "CF2O3S",
  "method": "ωB97M-V/def2-TZVPD",
  "charge": 0,
  "lumo_energy_ev": -4.289,
  "e_tot_ha": -861.58038,
  "mol_weight_g_mol": 130.07,
  "homo_ha": -0.3696,
  "de_lowest_kcal_mol": 119.8,
  "symbols": ["C", "O", "O", "O", "F", "F", "S"],
  "xyz": [[1.22167, -0.26657, 0.88366], [1.35722, 0.49758, 1.84999], [-1.90878, 0.78834, 0.10013], [0.44654, -0.62442, 0.04733], [2.30914, 0.42251, -0.34429], [-2.10097, -1.02020, -1.42870], [-1.32482, 0.20276, -1.10812]],
  "forces_ev_per_angstrom": [[2.03, 9.18, 0.89], [-0.34, -4.69, -2.13], [1.26, -1.29, -3.80], [-3.44, -3.79, -1.20], [0.42, -0.78, 1.15], [-0.84, -2.12, -0.48], [0.91, 3.49, 5.57]]
}